# C29H33ClN6O2Si2Sn

C29H33ClN6O2Si2Sn as an isolated structure (wB97M-V/def2-TZVPD, OMol25).

The geometry in XYZ format:
```
74
Properties=species:S:1:pos:R:3:forces:R:3
Sn -0.208 -0.458 -0.976 0.0 0.0 -0.2
C -1.882 2.720 0.967 0.0 0.0 0.0
C -0.694 2.994 0.091 -0.1 -0.1 -0.1
C -0.112 4.252 0.103 0.0 0.1 0.0
C 0.992 4.488 -0.720 0.0 0.0 0.0
C 1.461 3.498 -1.539 0.0 0.0 0.0
C 0.823 2.223 -1.539 -0.1 -0.1 0.0
N -0.240 2.005 -0.691 0.1 0.2 0.0
N 1.156 1.186 -2.279 0.1 -0.1 0.0
Si 2.411 0.923 -3.402 0.0 0.1 0.1
C 4.122 1.386 -2.747 0.0 0.0 0.0
C 2.403 -0.891 -3.845 0.0 0.0 0.0
C 2.131 1.933 -4.980 0.0 0.0 0.0
H -1.561 2.399 1.959 0.0 0.0 0.0
H -2.488 1.922 0.549 0.0 0.0 0.0
H -2.484 3.623 1.078 0.0 0.0 0.0
H -0.520 5.022 0.743 0.0 0.0 0.0
H 1.476 5.460 -0.716 0.0 0.0 0.0
H 2.314 3.652 -2.186 0.0 0.0 0.0
H 4.176 1.151 -1.683 0.0 0.0 0.0
H 4.357 2.443 -2.892 0.0 0.0 0.0
H 4.896 0.799 -3.251 0.0 0.0 0.0
H 2.660 -1.477 -2.961 0.0 0.0 0.0
H 3.132 -1.109 -4.631 0.0 0.0 0.0
H 1.418 -1.211 -4.193 0.0 0.0 0.0
H 2.022 2.995 -4.744 0.0 0.0 0.0
H 1.218 1.607 -5.484 0.0 0.0 0.0
H 2.965 1.825 -5.680 0.0 0.0 0.0
C -3.148 -1.145 -2.222 0.0 0.0 0.0
Si -3.491 -0.871 -0.394 0.0 -0.1 0.1
C -4.767 0.539 -0.384 0.0 0.0 0.0
C -4.322 -2.442 0.225 0.0 0.1 0.0
N -2.039 -0.506 0.469 0.0 0.1 0.1
C -2.054 -0.329 1.838 0.0 -0.1 -0.1
C -3.236 -0.244 2.608 0.0 0.0 0.0
C -3.213 -0.007 3.974 0.0 0.0 0.0
C -2.014 0.145 4.656 -0.1 0.0 0.0
C -0.835 0.030 3.927 0.0 0.0 0.0
C -0.849 -0.204 2.565 -0.1 -0.1 0.1
H -4.118 -1.304 -2.706 0.0 0.0 0.0
H -2.532 -2.030 -2.392 0.0 0.0 0.0
H -2.673 -0.293 -2.712 0.0 0.0 0.0
H -5.671 0.215 -0.908 0.0 0.0 0.0
H -4.367 1.406 -0.917 0.0 0.0 0.0
H -5.057 0.870 0.614 0.0 0.0 0.0
H -5.147 -2.729 -0.434 0.0 0.0 0.0
H -4.717 -2.347 1.238 0.0 0.0 0.0
H -3.588 -3.250 0.221 0.0 0.0 0.0
H -4.197 -0.360 2.126 0.0 0.0 0.0
H -4.153 0.056 4.511 0.0 0.0 0.0
H -1.997 0.327 5.724 0.0 0.0 0.0
H 0.122 0.114 4.434 0.0 0.0 0.0
H 0.084 -0.305 2.032 0.0 0.0 0.0
Cl 5.830 1.282 5.192 0.0 0.0 0.0
C 4.880 0.783 3.810 0.0 0.0 -0.1
C 3.586 1.253 3.673 0.0 0.0 0.0
C 2.840 0.850 2.574 0.0 0.0 0.0
C 3.385 -0.006 1.626 0.0 0.0 0.0
C 4.689 -0.459 1.782 0.0 0.0 0.0
C 5.444 -0.073 2.877 0.0 0.0 0.0
C 2.587 -0.436 0.407 0.1 0.1 0.0
O 3.153 -1.025 -0.501 0.0 -0.1 0.0
O 1.351 -0.093 0.468 0.0 0.0 0.2
H 3.170 1.922 4.414 0.0 0.0 0.0
H 1.827 1.207 2.441 0.0 0.0 0.0
H 5.093 -1.118 1.025 0.0 0.0 0.0
H 6.458 -0.425 3.012 0.0 0.0 0.0
N -0.888 -3.911 -0.929 -0.1 -0.1 0.1
C -1.280 -4.997 -0.832 0.1 0.0 0.0
C -1.751 -6.323 -0.739 0.0 0.0 0.0
C -2.567 -6.856 -1.758 0.0 0.0 0.0
N -3.234 -7.304 -2.592 0.0 0.0 0.0
C -1.403 -7.140 0.356 0.0 0.0 0.0
N -1.131 -7.827 1.248 0.0 0.0 0.0
```
Forces are in eV/Å.

relative energy (zero: lowest compared OMol25 entry of this formula, charge and spin): 0.0 kcal per mole
LUMO level: 3.72 eV
net charge: -2
electronic energy: -2857.63840 a.u.

Here is what Mulliken gives for the atomic charges, in e: 0.532, -0.945, 0.525, -0.817, -0.582, -0.622, 0.741, 0.241, -0.069, -0.029, -0.974, -0.960, -1.143, 0.125, -0.217, 0.537, 0.408, 0.381, 0.248, 0.189, 0.346, 0.397, 0.235, 0.358, 0.235, 0.303, 0.274, 0.317, -1.327, 0.529, -1.254, -0.991, 0.502, -0.196, -0.019, -1.010, -0.502, -0.459, -0.291, 0.414, 0.249, 0.317, 0.418, 0.285, 0.355, 0.355, 0.331, 0.198, 0.185, 0.345, 0.363, 0.406, 0.465, -0.260, 0.444, -1.002, -0.119, 0.117, -0.251, -0.677, 0.053, -0.653, -0.193, 0.419, 0.547, 0.460, 0.403, -0.453, 0.237, -0.090, 0.232, -0.565, 0.211, -0.561